No. 1
12
Properties=species:S:1:pos:R:3:forces:R:3:nbo_charge:R:1 method="wB97M-V/def2-TZVPD" charge=0 spin_multiplicity=1 e_lumo_ev=0.82 orbital_gap_ev=9.630 homo_energy_ev=-8.8066 smiles="C=C=NCC(F)F" de_lowest_kcal_mol=50.2
F -2.531132 0.638272 0.103227 -1.2589 -0.2787 1.4842 -0.32
F -2.411028 -1.205498 -1.234062 -0.6985 -0.8306 1.1365 -0.34
N 0.249846 -0.100548 0.534419 -0.0778 0.2494 -0.0429 -0.44
C -0.426010 0.086331 -0.779588 2.1526 -0.6186 -1.6571 -0.30
C 1.406353 -0.055319 0.968737 -5.5094 -0.1990 -2.7397 0.44
C -2.002522 0.043575 -0.942426 2.4185 0.6763 -2.3090 0.58
C 2.440148 -0.118415 1.680542 1.4459 2.0559 1.6500 -0.65
H 3.043424 -0.900043 1.858770 1.7450 -3.1221 -0.1449 0.24
H 0.127699 -0.720895 -1.433424 -1.6630 1.5401 0.7615 0.23
H -2.364630 0.611874 -1.858649 0.9512 -0.2359 0.9534 0.12
H -0.229111 1.073749 -1.260510 0.5173 -0.5108 0.6380 0.21
H 2.696964 0.646917 2.362963 -0.0226 1.2741 0.2701 0.24

No. 2
13
Properties=species:S:1:pos:R:3:forces:R:3:nbo_charge:R:1 method="wB97M-V/def2-TZVPD" charge=0 spin_multiplicity=1 e_lumo_ev=-0.36 orbital_gap_ev=8.508 homo_energy_ev=-8.8695 de_lowest_kcal_mol=65.8
S -2.354880 -1.028206 -0.149001 -2.8537 0.7308 -0.2228 0.26
F 2.206863 -0.229319 -1.038149 -0.8596 -2.6974 1.5850 -0.34
F 2.002020 -1.076728 1.187227 -0.7182 0.1613 -3.2084 -0.39
N -0.829994 -1.490142 0.103116 0.3647 -0.5939 -0.9019 -0.51
C 1.438412 -1.117911 -0.216823 2.2783 -1.2973 1.8726 0.54
C -0.730783 1.618663 0.445863 -3.4164 2.1906 4.3278 -0.33
C 0.049441 0.809646 -0.164002 1.2503 -1.5277 -1.2009 -0.32
C 0.061767 -0.637433 -0.121951 1.5095 1.2416 0.4321 0.11
H 0.959422 1.219675 -0.536993 0.0693 0.3691 -0.7840 0.24
H -0.379479 2.677242 0.371960 -0.9992 -0.7766 0.6452 0.22
H -1.598959 1.235763 1.308611 2.4121 1.4875 -3.0666 0.22
H -2.234503 0.259199 -0.709404 -0.0102 -1.2592 0.5775 0.10
H 1.410678 -2.240455 -0.480450 0.9731 1.9712 -0.0556 0.19